A 15-piece molecular cluster, C59H148N22O15 overall at a distorted geometry. Source: the OMol25 dataset; level of theory: wB97M-V/def2-TZVPD.

Geometry as XYZ:
```
244
Properties=species:S:1:pos:R:3:forces:R:3:mulliken_charge:R:1
C 3.1512 3.5475 -0.4884 -0.667 0.095 2.747 -1.358
C 2.2512 2.3095 -0.4918 0.996 -0.808 -1.896 1.161
C 2.9075 1.1652 -1.2936 0.497 -0.595 -0.670 1.390
O 3.6740 1.6854 -2.3692 -1.164 1.898 -0.046 -0.395
C 4.6192 0.8921 -2.9622 0.322 -1.438 -0.211 -0.143
N 1.9270 1.6866 0.7798 -0.905 0.689 -0.288 1.146
H 4.1331 3.3409 -0.1131 0.677 -0.453 -0.067 0.037
H 2.7500 4.2215 0.2857 -0.208 -0.014 -0.061 -0.035
H 3.2265 4.1577 -1.3383 -0.103 0.199 -1.544 0.115
H 1.3339 2.5902 -1.0189 -0.213 -0.124 0.317 0.028
H 2.1996 0.3912 -1.6814 0.094 0.653 0.351 -0.417
H 3.5850 0.6352 -0.6119 0.140 -0.005 0.090 -0.599
H 4.1597 0.0804 -3.5540 0.217 -0.008 0.298 -0.116
H 5.2633 0.4937 -2.1856 0.342 -0.524 0.137 0.010
H 5.2707 1.4237 -3.6502 -0.229 0.621 -0.007 0.376
H 1.2768 2.3279 1.2024 -0.284 0.070 0.825 -0.870
H 2.7141 1.5458 1.3985 0.138 0.338 -0.299 -0.406
C -5.4373 -2.7451 5.1097 0.459 0.773 -1.157 -1.470
C -3.9943 -3.2014 5.1082 1.086 0.228 -0.107 0.273
C -3.5885 -3.5713 3.6710 -0.103 0.479 -0.258 0.714
O -2.4799 -4.4293 3.7475 0.593 -1.171 -0.471 -0.550
C -2.1976 -5.1231 2.5282 0.459 0.648 -0.283 -0.762
N -3.1018 -2.2773 5.8359 0.275 0.717 -0.609 -0.659
H -5.5259 -1.8529 4.4516 0.083 -0.245 0.419 0.058
H -5.7618 -2.4661 6.0921 -0.351 -0.073 0.495 0.386
H -6.0567 -3.4913 4.6168 -0.241 -0.170 0.422 0.465
H -3.8428 -4.1197 5.6737 -0.547 -0.372 -0.052 0.436
H -3.2885 -2.7514 2.9823 -0.460 0.180 0.691 -0.900
H -4.4638 -4.0572 3.2167 0.213 -0.310 -0.108 0.542
H -2.9362 -5.8445 2.2386 -0.935 -0.351 0.198 0.460
H -1.2791 -5.6962 2.6144 0.244 0.265 0.290 0.328
H -2.0965 -4.4417 1.6649 0.059 0.085 0.370 0.086
H -2.1428 -2.6233 5.8599 -0.299 -0.409 0.140 0.407
H -2.9356 -1.4134 5.3081 -0.585 -0.157 0.013 -0.123
C -3.7333 2.8983 6.0812 -1.592 0.383 -0.935 -1.915
C -3.7313 1.9501 4.8610 1.376 -0.550 0.228 0.457
C -4.9970 1.2193 4.5277 0.714 0.107 -1.993 0.540
O -5.8992 2.1776 3.9871 0.207 -0.280 1.039 -0.400
C -6.9794 1.5453 3.3962 -1.489 0.875 -0.278 -0.410
N -3.0773 2.4621 3.6375 -0.397 1.751 -0.530 -0.478
H -2.7484 3.1741 6.3400 1.287 0.404 0.036 0.497
H -4.1318 2.4185 6.9740 -0.210 -0.326 -0.174 0.412
H -4.3256 3.8192 5.9356 0.196 -0.337 -0.112 0.351
H -3.0249 1.1960 5.1918 0.063 -0.620 0.060 -0.089
H -5.3100 0.5906 5.3553 -0.799 0.204 0.355 0.714
H -4.7700 0.5453 3.6517 0.034 0.168 0.985 -0.507
H -7.5960 2.3377 2.9403 -0.008 -0.236 0.335 0.285
H -7.5855 0.9912 4.1266 0.037 -0.003 -0.099 0.297
H -6.7190 0.9030 2.5726 0.527 -0.607 -0.298 -0.007
H -3.1249 1.8075 2.8540 -0.290 -0.500 0.568 -0.307
H -3.5851 3.2588 3.2490 -0.132 0.025 0.493 0.431
C 0.3608 3.7131 -3.9445 -0.302 -1.630 1.679 0.408
C 1.3328 4.7202 -4.4956 0.035 -0.175 -1.944 0.466
C 0.8196 6.1474 -4.4080 -0.919 -0.456 -0.615 -0.864
O -0.4967 6.2623 -5.0006 0.906 0.299 0.403 -0.302
C -0.5969 6.1588 -6.4000 -0.248 -0.240 -0.352 -0.713
N 2.6910 4.6885 -3.9883 -0.089 1.196 1.660 -0.707
H 0.0261 3.8775 -2.8726 0.214 0.389 -1.191 -0.504
H 0.8374 2.7217 -3.8528 0.264 0.218 -0.214 -0.382
H -0.5090 3.4811 -4.5650 -0.048 0.625 0.019 0.548
H 1.4539 4.5164 -5.6068 -0.346 0.065 1.016 0.067
H 1.5787 6.7662 -4.8859 -0.190 0.455 -0.142 0.384
H 0.6622 6.4650 -3.3747 0.170 -0.061 0.042 0.209
H -1.6527 6.3685 -6.6197 0.331 -0.072 -0.085 0.262
H -0.3562 5.1552 -6.7945 -0.084 0.165 0.277 0.280
H 0.0248 6.8687 -6.9657 0.020 0.092 0.357 0.301
H 3.0043 3.7561 -3.7713 -0.018 -0.443 -0.004 0.230
H 2.6712 5.1857 -3.0699 0.279 -0.552 -0.881 0.344
C 0.8718 -5.0856 -0.6883 0.113 -0.710 -2.670 0.517
O 1.8307 -5.6818 -1.2057 -0.944 0.502 1.227 -0.691
N -0.2461 -4.7677 -1.4889 -0.428 0.865 2.213 -0.127
N 0.7530 -4.7609 0.6310 -0.360 0.608 -0.399 0.383
H -0.7880 -3.9267 -1.2202 0.560 -0.667 -0.107 -0.188
H -0.2247 -4.9277 -2.4642 0.706 -0.275 -0.729 0.251
H 1.5924 -4.8198 1.1700 0.271 -0.048 0.193 0.068
H 0.1556 -3.9678 0.8631 0.073 -0.471 0.029 -0.529
C -0.4449 -1.1492 -0.0778 1.032 1.013 0.311 -0.699
O -0.9944 -2.1736 -0.4603 -1.040 -0.296 0.014 0.911
N -1.0148 0.1118 -0.1571 -0.164 -0.919 0.036 1.783
N 0.8463 -1.2341 0.3661 -0.582 0.055 0.054 3.528
H -2.0392 0.0668 -0.2974 0.505 0.268 0.123 -0.775
H -0.6386 0.9050 0.3707 -0.082 -0.772 -0.210 -0.693
H 1.2554 -2.1509 0.4071 0.006 0.006 -0.079 -1.792
H 1.3772 -0.4217 0.6047 0.210 0.693 0.084 -1.662
C 2.9111 0.2370 3.7496 0.297 0.214 1.028 0.375
O 2.0920 -0.2245 4.5763 0.838 0.938 -1.011 -0.828
N 3.7022 1.3362 4.0815 -0.630 -1.379 -0.320 -0.243
N 3.0894 -0.3478 2.5432 -0.066 -0.323 0.319 1.567
H 4.1777 1.9244 3.4155 -0.147 -0.144 -0.170 0.183
H 3.4208 1.6760 4.9715 0.124 0.621 0.484 0.278
H 3.8901 -0.1436 1.9081 -1.364 -0.229 0.689 -0.796
H 2.3162 -1.0208 2.4372 1.133 0.075 -0.700 -0.849
C 1.1329 -4.3040 4.1744 -0.740 -0.036 -0.959 0.297
O 0.9164 -3.5174 3.2127 1.312 -1.696 1.845 -0.031
N 0.1112 -4.5534 5.0902 1.947 -0.364 -0.122 -0.314
N 2.3726 -5.0149 4.3554 -2.781 2.410 -0.664 -0.552
H 0.2397 -5.2716 5.7791 0.241 -0.060 0.129 0.194
H -0.8549 -4.4108 4.8615 -0.312 0.398 -0.734 0.285
H 3.0291 -4.7307 3.6134 -0.226 -1.066 1.035 0.198
H 2.3200 -5.8375 4.9473 0.776 0.248 -0.678 0.224
C -1.2502 -0.1918 3.4710 0.774 -0.819 0.414 -0.652
O -2.3600 -0.2575 2.9206 0.337 -0.717 0.298 0.391
N -0.5873 -1.3311 3.9683 -0.768 2.209 -0.541 0.282
N -0.6954 1.0455 3.6340 0.438 -0.144 -0.148 0.388
H -0.8180 -2.2102 3.5197 0.196 0.285 0.078 -0.600
H 0.3799 -1.1746 4.2490 -0.141 -0.291 -0.176 0.359
H 0.2093 1.2709 4.0323 -0.261 -0.691 0.002 0.180
H -1.3062 1.8241 3.3752 0.210 -0.291 0.455 -0.445
C 6.2637 1.1464 1.1769 -2.182 0.072 -0.270 0.187
O 5.0723 1.5779 1.2266 2.660 -0.983 0.381 -0.369
N 7.0215 1.4788 0.0136 0.152 -0.377 1.809 -0.462
N 6.7404 0.2521 2.1258 0.001 1.173 -1.414 -0.303
H 6.8937 2.4536 -0.1868 -0.551 0.295 -0.360 0.278
H 8.0212 1.2981 -0.0344 -0.281 -0.448 0.420 0.230
H 6.1922 -0.0382 2.9232 -0.244 0.378 -0.288 0.250
H 7.7252 0.1369 2.2115 0.499 -0.239 -0.023 0.217
C -3.0049 -8.0856 -0.4712 0.574 2.921 -0.876 0.561
O -2.1652 -8.9335 -0.6715 -0.919 -0.242 0.538 -0.607
N -4.3205 -8.2437 -0.0162 0.930 0.173 -0.301 -0.357
N -2.6804 -6.6844 -0.7437 0.146 -2.670 0.397 -0.206
H -4.6408 -9.1225 0.3483 0.237 -0.063 -0.132 0.216
H -4.9456 -7.4539 0.0571 0.328 -0.236 0.007 0.165
H -1.7915 -6.4060 -1.1816 -0.714 -0.512 0.475 0.195
H -3.3872 -5.9998 -0.6829 -0.595 0.680 0.014 0.129
C -2.3328 6.0966 1.2882 0.294 0.839 0.167 -1.356
C -0.8057 6.1066 0.8479 -1.008 -1.557 -0.108 1.797
C -0.2625 7.4979 0.6767 0.566 2.436 0.964 -1.660
C 0.0321 8.2296 2.0605 0.807 -2.207 -1.139 -0.903
C 1.1181 7.2747 2.6906 -0.598 0.860 0.398 -1.277
C 0.5320 5.8577 3.0204 -0.481 0.852 1.217 1.661
N 0.1006 5.3456 1.7433 0.571 0.596 -1.047 -0.233
O -0.1794 3.9832 1.7905 0.319 -0.199 -0.411 1.894
C 1.6429 4.9726 3.5794 0.911 0.814 0.189 -1.885
C -0.6207 5.9159 4.1515 0.341 0.332 -1.457 -1.570
C -0.7743 5.4182 -0.5556 1.001 0.428 0.890 -1.656
H -2.9252 6.3130 0.3931 0.026 0.016 0.115 0.467
H -2.6188 6.8588 2.0498 0.424 -0.491 -0.442 0.270
H -2.7000 5.1292 1.6557 0.359 0.029 -0.075 0.154
H 0.7254 7.6019 0.2228 0.005 -1.014 -0.444 0.286
H -0.8895 8.0708 -0.0173 -0.355 -0.047 0.421 0.547
H -0.8663 8.2247 2.6394 -0.453 0.319 0.599 0.316
H 0.4305 9.2397 1.9573 -0.163 -0.096 -0.198 0.442
H 1.5520 7.7405 3.5887 -0.310 -0.287 0.032 0.487
H 1.9679 7.2217 1.9742 -0.551 -0.388 0.347 0.220
H 1.3209 4.1004 4.1275 -0.339 -0.226 0.071 0.400
H 2.3244 4.6667 2.8035 0.096 -0.320 -0.609 0.163
H 2.2920 5.5776 4.2378 -0.496 -0.164 0.095 0.443
H -1.2923 6.7506 3.9784 -0.057 0.186 -0.081 0.329
H -1.2661 5.0306 4.1223 0.369 -0.145 0.079 0.197
H -0.2236 6.0556 5.1479 0.318 -0.193 0.179 0.477
H -1.1051 6.1508 -1.3032 -0.129 -0.525 0.033 0.813
H -1.2618 4.4505 -0.6001 -0.577 0.160 0.011 -0.157
H 0.2745 5.1742 -0.7040 0.296 0.176 -0.404 0.115
H -1.0576 3.9236 2.1430 -1.167 -0.472 0.607 -0.690
C 5.9959 -3.2155 1.8537 0.788 -0.450 1.430 -1.757
C 5.3160 -3.7396 0.6385 -0.388 -2.546 -0.747 1.473
C 4.1571 -2.8276 0.3588 -1.404 1.116 -0.845 0.936
C 3.6692 -3.0377 -1.0660 -0.527 -1.274 -1.149 1.124
C 4.7721 -2.7239 -2.0680 -0.220 0.105 0.792 -0.263
C 6.0277 -3.6480 -1.9120 -2.078 1.171 0.362 1.847
N 6.2923 -3.7154 -0.4653 1.209 1.247 0.322 0.038
O 7.4080 -4.5885 -0.1999 -1.122 0.182 -0.396 -0.465
C 5.6933 -5.0541 -2.4136 0.523 0.200 -1.278 -1.573
C 7.1719 -2.9400 -2.6019 0.895 -0.792 -0.470 -2.225
C 4.7052 -5.2368 0.8335 0.291 1.871 -1.038 -1.597
H 6.2881 -2.2050 1.6267 0.121 0.484 0.080 0.265
H 6.9164 -3.7457 2.1677 -0.577 -0.022 -0.333 0.410
H 5.2993 -3.2155 2.7075 0.155 0.075 -0.169 0.233
H 3.3562 -3.0367 1.0743 -0.007 -0.310 0.091 0.104
H 4.3534 -1.7587 0.5453 0.542 -0.197 -0.221 -0.964
H 2.6984 -2.6200 -1.4323 0.708 0.200 0.850 -0.534
H 3.5222 -4.1047 -1.1597 -0.585 -0.268 -0.018 -0.872
H 4.9717 -1.6941 -1.7993 0.983 0.380 -0.388 -0.698
H 4.4156 -2.7162 -3.1018 0.064 -0.251 0.063 0.667
H 5.2407 -5.0331 -3.4309 0.260 -0.063 0.713 0.317
H 6.5676 -5.7266 -2.4661 -0.161 0.319 -0.100 0.514
H 5.0098 -5.4677 -1.7048 -0.646 -0.523 0.070 0.343
H 7.3331 -3.1958 -3.6555 -0.399 -0.262 0.111 0.342
H 7.1926 -1.8603 -2.5676 -0.452 0.287 0.423 0.293
H 8.0221 -3.3073 -2.0680 1.053 0.000 0.085 0.514
H 4.1434 -5.2899 1.7428 -0.080 -0.138 0.851 0.237
H 5.5001 -5.9595 0.7974 0.283 -0.374 0.298 0.397
H 3.9803 -5.4646 0.0396 0.276 0.025 0.216 0.266
H 7.1274 -5.3925 -0.6667 0.426 -0.205 0.356 0.417
C -1.6659 -2.7648 -5.3260 1.091 0.504 0.846 -1.602
C -1.1480 -1.3171 -5.1196 0.291 0.445 -0.788 1.746
C -0.8176 -0.9959 -3.6527 0.654 0.172 -0.163 0.228
C 0.5015 -1.7415 -3.2200 -0.291 1.830 0.286 0.475
C 1.6172 -1.0841 -4.0573 -0.741 -0.839 0.745 0.659
C 1.4641 -1.4608 -5.5386 0.515 0.678 0.420 1.451
N 0.1018 -1.0151 -5.9196 0.071 0.710 1.630 0.444
O -0.1127 -1.2811 -7.2563 -0.252 -0.669 -1.109 -0.537
C 2.5333 -0.5725 -6.2657 0.064 -0.275 -0.366 -1.775
C 1.6811 -2.9763 -5.8921 -0.574 1.536 -0.047 -1.656
C -2.2120 -0.2717 -5.6229 1.014 -0.924 -0.450 -1.800
H -2.6309 -2.8575 -4.8659 -0.762 -0.004 -0.023 0.405
H -1.0276 -3.4713 -4.7671 -0.167 0.159 -0.475 0.137
H -1.6853 -3.0129 -6.3798 -0.098 -0.129 -0.110 0.363
H -0.6782 0.1282 -3.5810 0.031 -1.218 0.087 -0.317
H -1.6959 -1.2356 -3.0495 0.157 -0.189 0.189 -0.422
H 0.4436 -2.7976 -3.4799 -0.024 -0.039 0.535 -0.434
H 0.7201 -1.5513 -2.1325 -0.350 -0.601 -1.135 -0.309
H 2.6029 -1.3025 -3.6544 0.197 -0.603 -0.230 -0.835
H 1.5310 -0.0118 -3.8654 -0.088 0.201 -0.619 0.077
H 2.4075 0.5143 -6.1502 -0.637 -0.318 0.024 0.277
H 3.5567 -0.7110 -5.8717 -0.451 -0.541 -0.022 0.271
H 2.5627 -0.8123 -7.3342 0.034 0.123 0.083 0.479
H 0.9642 -3.5986 -5.3743 -0.157 -0.129 0.018 0.289
H 1.4999 -3.0375 -6.9734 0.234 -0.316 0.312 0.426
H 2.6611 -3.3122 -5.6171 0.682 -0.118 -0.052 0.388
H -3.1435 -0.3559 -5.0776 -0.217 -0.070 0.151 0.172
H -2.3995 -0.3779 -6.7085 -0.032 -0.121 0.581 0.439
H -1.7677 0.7009 -5.4644 -0.056 0.415 0.091 0.462
H -0.0933 -0.4098 -7.6384 -0.048 0.403 -0.526 0.372
C -3.3160 2.5848 -0.5401 -0.179 0.130 0.992 -2.456
C -4.4225 1.5989 -0.8853 0.341 -0.013 0.620 2.272
C -4.2476 1.3316 -2.3595 0.281 -1.524 -0.414 -1.320
C -5.2643 0.3150 -2.8368 -0.243 -0.914 -0.060 -0.999
C -4.8456 -1.0405 -2.1459 -0.809 1.136 -1.108 -1.029
C -4.9047 -0.9044 -0.6066 -1.027 -0.549 -0.120 2.054
N -4.0953 0.3024 -0.1990 -0.403 -1.119 0.285 0.196
O -4.1642 0.4140 1.2566 -0.467 0.310 -1.498 1.749
C -6.3871 -0.8815 -0.0118 1.304 0.842 1.140 -1.380
C -4.2997 -2.2459 -0.1230 0.507 0.196 -0.412 -1.870
C -5.7822 2.2461 -0.5730 0.669 0.368 0.703 -1.897
H -3.2595 2.9229 0.4921 -0.395 -0.282 0.418 0.163
H -3.4563 3.4925 -1.0928 0.059 0.433 -0.647 1.100
H -2.3613 2.1471 -0.7441 0.640 -0.132 -0.464 0.192
H -4.2350 2.2357 -2.9216 -0.296 0.909 -0.360 0.738
H -3.2559 0.8654 -2.5284 -0.190 0.351 0.175 -0.397
H -5.3618 0.2995 -3.9420 0.427 -0.394 0.533 0.461
H -6.2679 0.5868 -2.5007 0.031 -0.040 0.012 0.629
H -3.8517 -1.3135 -2.5553 -0.237 0.185 0.698 -0.330
H -5.4932 -1.8805 -2.4223 -0.135 0.231 0.001 0.620
H -7.0267 -0.0558 -0.3040 0.141 0.116 -0.358 0.196
H -6.9513 -1.7897 -0.1664 0.181 -0.433 -0.204 0.490
H -6.2381 -0.7386 1.0996 -0.239 -0.343 -1.099 -0.100
H -4.1432 -2.3188 0.9434 -0.372 -0.006 0.449 0.025
H -4.8932 -3.1120 -0.4959 0.125 0.730 0.399 0.702
H -3.3076 -2.3505 -0.5527 0.219 -0.009 -0.091 -0.087
H -5.8598 2.2594 0.5066 -0.324 -0.143 0.413 0.250
H -6.6644 1.7861 -0.9957 0.032 -0.036 -0.114 0.293
H -5.7454 3.3077 -0.8392 -0.056 -0.177 -0.319 0.501
H -3.4987 -0.2305 1.5561 0.173 0.439 0.195 -0.328
```
Positions in Å, forces in eV/Å.

HOMO energy, eV: -8.1
LUMO energy, eV: 0.0365
E, a.u.: -4670.0617
F_max, eV/Å: 3.74